[1]
19
Properties=species:S:1:pos:R:3 method="wB97M-V/def2-TZVPD" energy_ev=-9936.528 de_lowest_ev=1.926 molar_mass_g_mol=113.2 homo_ha=-0.318 fmax_ev_per_a=2.9 orbital_gap_ev=9.47 smiles="C=C/C=C/[C@](C)(N)O"
C -1.05460 -1.45837 -2.74153
C -0.14236 -0.51773 -2.51543
C 0.21492 0.01058 -1.20715
C -0.54901 -0.05367 -0.10632
C -0.01467 0.27926 1.23422
C 0.37210 1.74775 1.39786
N 1.34365 -0.55679 1.31062
O -0.97850 -0.10219 2.18675
H -1.62482 -1.90358 -1.94279
H -1.27640 -1.80142 -3.74068
H 0.44504 -0.13824 -3.34303
H 1.15696 0.53905 -1.16115
H -1.50631 -0.55268 -0.10206
H 0.76559 1.93563 2.39886
H 1.13347 2.01013 0.66919
H -0.51795 2.37040 1.23826
H 1.82922 -0.48277 2.20335
H 1.10471 -1.53045 1.16491
H -0.70103 0.20508 3.05612

---

[2]
16
Properties=species:S:1:pos:R:3 method="wB97M-V/def2-TZVPD" energy_ev=-7393.533 de_lowest_ev=1.233 molar_mass_g_mol=86.1 homo_ha=-0.370 fmax_ev_per_a=0.4 orbital_gap_ev=11.08 smiles=CC[C@@]1(C)CO1
C -0.07527 -1.78156 0.60998
C 0.14227 -0.93481 -0.64314
C 0.14461 0.55446 -0.33149
C -1.17535 1.29661 -0.41866
C 1.19887 1.04654 0.56184
O 1.24888 1.30160 -0.83136
H -0.92596 -1.41218 1.19267
H 0.80836 -1.73406 1.25290
H -0.26023 -2.83299 0.37018
H -0.63672 -1.15321 -1.38145
H 1.09829 -1.18822 -1.11084
H -1.12142 1.99102 -1.25959
H -2.01952 0.62429 -0.58738
H -1.38681 1.88075 0.48061
H 1.96179 0.36627 0.94417
H 1.00744 1.91437 1.19059

---

Repeat the first record exactly.
19
Properties=species:S:1:pos:R:3 method="wB97M-V/def2-TZVPD" energy_ev=-9936.528 de_lowest_ev=1.926 molar_mass_g_mol=113.2 homo_ha=-0.318 fmax_ev_per_a=2.9 orbital_gap_ev=9.47 smiles="C=C/C=C/[C@](C)(N)O"
C -1.05460 -1.45837 -2.74153
C -0.14236 -0.51773 -2.51543
C 0.21492 0.01058 -1.20715
C -0.54901 -0.05367 -0.10632
C -0.01467 0.27926 1.23422
C 0.37210 1.74775 1.39786
N 1.34365 -0.55679 1.31062
O -0.97850 -0.10219 2.18675
H -1.62482 -1.90358 -1.94279
H -1.27640 -1.80142 -3.74068
H 0.44504 -0.13824 -3.34303
H 1.15696 0.53905 -1.16115
H -1.50631 -0.55268 -0.10206
H 0.76559 1.93563 2.39886
H 1.13347 2.01013 0.66919
H -0.51795 2.37040 1.23826
H 1.82922 -0.48277 2.20335
H 1.10471 -1.53045 1.16491
H -0.70103 0.20508 3.05612